ORCA calculation (ωB97M-V/def2-TZVPD) on a 19-piece molecular cluster, C76H190O38 overall at a distorted geometry.

Its energy relative to the best compared isomer or geometry (same formula, charge and spin) is 257.6 kcal/mol. The calculation puts the total energy at -159662.4582 eV. Its LUMO energy is 0.33 eV. The frontier orbital gap is 9.518 eV.

Each line ends with the Mulliken charge.
Geometry (Å):
C1 2.92966 9.08571 4.58544  -0.71
O1 2.38035 7.97702 5.33212  -0.42
C2 1.28761 7.32795 4.55854  -0.67
C3 1.98884 6.23233 3.67402  -0.02
O2 2.77062 6.79341 2.67753  -0.26
C4 3.45501 5.93519 1.74528  -0.70
H1 2.25030 9.89235 4.30993  0.31
H2 3.14490 8.84806 3.54366  0.23
H3 3.80924 9.57237 5.00685  0.31
H4 0.63582 8.12365 4.19783  0.36
H5 0.69928 6.89636 5.36830  0.27
H6 1.33423 5.46342 3.26369  0.26
H7 2.70931 5.69301 4.28897  0.31
H8 4.24818 6.52865 1.29054  0.26
H9 2.81054 5.36400 1.07707  0.21
H10 3.93618 5.11964 2.28513  0.31
C5 8.63146 -3.82019 5.28727  -0.83
O3 7.48497 -3.71816 4.41880  -0.32
C6 7.62143 -2.75372 3.38627  -0.74
C7 6.54277 -2.99125 2.40957  -0.59
O4 5.31600 -2.40459 2.81980  -0.16
C8 4.52467 -3.27493 3.54932  -0.52
H11 9.58420 -3.96476 4.77786  0.31
H12 8.46888 -4.64903 5.97625  0.24
H13 8.83304 -2.86899 5.77992  0.33
H14 8.56249 -2.86731 2.84811  0.56
H15 7.66210 -1.70143 3.66760  0.20
H16 6.54462 -4.04396 2.12693  0.15
H17 6.68011 -2.29892 1.57895  0.53
H18 5.00372 -3.67977 4.44078  0.38
H19 4.01277 -4.06757 3.00363  0.20
H20 3.80966 -2.59618 4.01427  -0.02
C9 2.55215 -1.87834 -7.23769  -0.74
O5 1.98491 -2.77073 -8.18754  -0.13
C10 2.26870 -2.57339 -9.59760  -0.55
C11 1.17055 -3.27357 -10.44989  -0.24
O6 1.16023 -4.70405 -10.30801  -0.40
C12 0.97122 -5.43116 -9.03976  -0.33
H21 2.43386 -0.83636 -7.53501  0.32
H22 3.61335 -2.10324 -7.13094  0.30
H23 2.06101 -2.11070 -6.29277  0.16
H24 3.23565 -2.93524 -9.94713  0.33
H25 2.27977 -1.51115 -9.84178  0.41
H26 1.40349 -3.13595 -11.50577  0.36
H27 0.17049 -2.86325 -10.30982  0.02
H28 0.72390 -6.48497 -9.16784  0.34
H29 -0.01013 -5.19559 -8.62798  -0.01
H30 1.75101 -5.35325 -8.28216  0.23
C13 1.44780 -2.36648 0.11688  -0.32
O7 2.61049 -1.64527 -0.33030  -0.17
C14 2.19473 -0.35319 -0.91089  -0.95
C15 1.51014 0.59671 0.04255  0.87
O8 1.17042 1.76399 -0.67796  -0.59
C16 0.26341 2.55922 -0.03118  -0.26
H31 1.42098 -3.44450 0.27574  0.42
H32 0.65950 -2.21525 -0.62057  -0.16
H33 1.10210 -1.93179 1.05479  0.08
H34 1.60810 -0.63216 -1.78619  0.19
H35 3.10780 0.06910 -1.33051  0.35
H36 2.25122 0.97775 0.74518  -0.05
H37 0.63292 0.07934 0.43103  0.19
H38 0.79089 2.91272 0.85477  0.29
H39 -0.64795 2.04162 0.26819  -0.13
H40 -0.12187 3.36472 -0.65635  0.33
C17 -2.06271 4.58893 3.27522  -0.61
O9 -2.04608 5.25015 2.01428  0.01
C18 -3.12994 5.38923 1.09563  -0.29
C19 -3.50085 4.04530 0.58057  0.14
O10 -3.95634 3.12903 1.59853  -0.51
C20 -3.80369 1.74724 1.25019  -0.56
H41 -2.94718 4.85193 3.85543  0.35
H42 -1.19672 4.96145 3.82239  0.12
H43 -2.21827 3.51014 3.28602  0.09
H44 -2.78621 6.03786 0.28989  -0.17
H45 -3.95911 5.95606 1.51905  0.28
H46 -2.78070 3.68502 -0.15405  -0.03
H47 -4.28435 4.11386 -0.17410  0.46
H48 -4.14965 1.60668 0.22615  0.39
H49 -4.34085 1.09773 1.94136  0.28
H50 -2.75203 1.46375 1.29185  0.04
C21 -2.34309 -4.31381 7.52959  -0.73
O11 -1.07618 -4.03876 6.98360  -0.12
C22 0.00867 -3.48097 7.88502  -0.69
C23 1.00803 -2.71252 7.02650  -0.33
O12 1.82294 -3.52896 6.19016  -0.34
C24 1.19297 -3.97634 4.92870  -0.49
H51 -2.93441 -3.41402 7.69938  0.33
H52 -2.22907 -4.58995 8.57785  0.42
H53 -2.87748 -5.15026 7.07918  0.04
H54 0.41484 -4.21291 8.58316  0.32
H55 -0.51018 -2.70166 8.44319  0.42
H56 1.68676 -2.22505 7.72636  0.42
H57 0.48737 -1.84608 6.61870  0.12
H58 1.77404 -4.48355 4.15851  0.32
H59 0.75701 -3.12486 4.40618  0.24
H60 0.27186 -4.55239 5.01717  0.17
C25 -1.37005 0.38835 -2.50295  -1.33
O13 -0.85156 -0.94671 -2.70693  -0.18
C26 -1.97059 -1.79632 -2.66043  -0.78
C27 -2.85117 -1.70697 -1.35836  -0.92
O14 -2.06555 -2.21191 -0.26598  0.25
C28 -2.86319 -2.43689 0.91052  -0.95
H61 -1.37560 0.64454 -1.44351  0.28
H62 -2.25253 0.70164 -3.06079  0.71
H63 -0.67832 1.07751 -2.98736  0.19
H64 -1.69826 -2.85140 -2.68739  0.50
H65 -2.71251 -1.35224 -3.32408  0.53
H66 -3.56118 -2.45200 -1.71739  0.51
H67 -3.41513 -0.80837 -1.10821  0.28
H68 -3.39159 -1.55203 1.26538  0.24
H69 -2.19918 -2.75826 1.71296  0.12
H70 -3.61025 -3.19155 0.66461  0.33
C29 -5.29631 -11.07918 4.40551  -0.80
O15 -4.83667 -9.76873 5.04994  -0.42
C30 -3.98748 -9.08769 4.30402  -0.24
C31 -3.54847 -7.67310 4.95186  -0.80
O16 -3.02973 -6.84365 3.94029  0.13
C32 -1.61661 -6.94699 3.70986  -1.00
H71 -6.17525 -11.44786 4.93430  0.30
H72 -4.49924 -11.82265 4.40152  0.33
H73 -5.59283 -11.07242 3.35664  0.29
H74 -4.45286 -8.76983 3.37101  0.17
H75 -3.12521 -9.69075 4.01958  0.26
H76 -2.89492 -7.85439 5.80515  0.48
H77 -4.47080 -7.24247 5.34171  0.29
H78 -1.28815 -7.93356 3.38291  0.27
H79 -1.17846 -6.78228 4.69424  0.40
H80 -1.18019 -6.25680 2.98786  0.24
C33 5.27235 1.01901 5.04453  -0.42
O17 3.92867 0.59889 4.83713  -0.42
C34 3.68074 0.28875 3.40706  -0.18
C35 2.22177 -0.25231 3.34260  -0.12
O18 1.15289 0.67329 3.21494  0.24
C36 0.90899 1.44441 4.31100  -0.51
H81 5.76790 0.04833 5.02684  0.17
H82 5.38625 1.49221 6.01984  0.32
H83 5.64240 1.74167 4.31727  0.04
H84 4.45987 -0.39956 3.07952  0.36
H85 3.58932 1.18689 2.79625  0.47
H86 2.09130 -0.82111 4.26322  0.30
H87 2.16342 -0.85055 2.43331  -0.59
H88 1.56716 2.27341 4.57111  0.25
H89 0.58509 0.84121 5.15914  0.16
H90 0.05458 1.99345 3.91525  -0.01
C37 -7.91764 -2.31070 4.64110  -0.58
O19 -7.60941 -3.51687 5.23402  -0.42
C38 -6.45497 -4.22542 4.68263  -0.68
C39 -5.06184 -3.57108 4.98912  0.20
O20 -4.81777 -2.38574 4.23893  -0.31
C40 -3.44915 -1.97882 4.23699  -0.21
H91 -8.78268 -1.94302 5.19302  0.27
H92 -8.14228 -2.24109 3.57677  0.26
H93 -7.08501 -1.66027 4.90905  0.22
H94 -6.49301 -4.51361 3.63211  0.45
H95 -6.46751 -5.18257 5.20398  0.20
H96 -4.34509 -4.34238 4.70721  0.09
H97 -4.94712 -3.51042 6.07136  0.12
H98 -3.14203 -1.86036 5.27611  0.30
H99 -3.40803 -0.98431 3.79274  0.15
H100 -2.80978 -2.63939 3.65136  -0.01
C41 7.36322 1.07529 1.96027  -0.24
O21 8.34264 2.11093 1.79362  -0.42
C42 8.48103 2.87926 2.99627  -0.17
C43 9.43209 3.99449 2.55728  -0.66
O22 9.28339 5.16386 3.42441  -0.33
C44 9.96064 6.25781 2.92554  -0.80
H101 7.70110 0.35605 2.70634  0.19
H102 7.17076 0.67636 0.96432  0.40
H103 6.35384 1.40569 2.20545  0.04
H104 8.91202 2.24849 3.77375  0.26
H105 7.56280 3.30377 3.40213  0.21
H106 9.34742 4.28856 1.51112  0.37
H107 10.50191 3.79870 2.62975  0.33
H108 9.63972 7.12873 3.49701  0.28
H109 9.52194 6.49723 1.95686  0.35
H110 11.04958 6.22789 2.88795  0.28
C45 1.91748 -9.16789 -0.88796  -0.65
O23 2.63587 -8.67052 -2.05272  -0.40
C46 3.24571 -7.46631 -1.66178  -0.67
C47 2.25764 -6.31220 -1.77028  0.03
O24 1.86238 -5.85488 -3.10036  -0.43
C48 1.02102 -4.63200 -2.99607  -0.43
H111 1.23670 -8.45087 -0.42912  0.21
H112 2.61835 -9.42399 -0.09342  0.34
H113 1.31056 -10.04622 -1.10774  0.25
H114 3.99428 -7.14190 -2.38462  0.40
H115 3.73266 -7.55597 -0.69073  0.34
H116 2.77701 -5.47199 -1.30940  0.20
H117 1.43575 -6.41122 -1.06119  0.12
H118 0.30216 -4.66715 -2.17747  0.12
H119 0.49368 -4.46931 -3.93604  0.32
H120 1.60199 -3.74418 -2.74638  0.27
C49 -4.03922 9.30361 -4.85847  -0.24
O25 -2.59789 9.14084 -4.87799  -0.51
C50 -2.13073 7.81077 -4.45813  0.54
C51 -0.61458 7.68323 -4.68891  -0.92
O26 -0.10059 7.44187 -3.47926  -0.12
C52 1.28868 7.13386 -3.43471  -0.92
H121 -4.28337 10.31942 -5.16931  0.32
H122 -4.30286 9.13464 -3.81442  -0.04
H123 -4.62208 8.58398 -5.43336  0.19
H124 -2.70767 7.05188 -4.98666  -0.14
H125 -2.49081 7.57446 -3.45683  0.04
H126 -0.20505 8.62365 -5.05769  0.48
H127 -0.48678 6.83061 -5.35586  0.42
H128 1.49903 6.33919 -4.15050  0.37
H129 1.55785 6.71452 -2.46528  0.23
H130 1.96147 7.95305 -3.68841  0.31
C53 -1.96609 -11.72521 1.16726  -0.46
O27 -2.99413 -11.20137 0.46671  -0.44
C54 -3.26467 -9.84571 0.74616  0.50
C55 -2.72087 -8.85249 -0.28521  -0.45
O28 -2.35408 -7.73787 0.47317  -0.18
C56 -3.28239 -6.62988 0.40284  -0.72
H131 -2.08953 -12.79404 0.99272  0.25
H132 -1.96397 -11.38663 2.20335  0.23
H133 -1.00939 -11.55419 0.67372  0.14
H134 -3.27112 -9.60847 1.81001  -0.47
H135 -4.34730 -9.90458 0.63407  0.28
H136 -3.35893 -8.56526 -1.12095  0.40
H137 -1.71275 -9.07171 -0.63697  0.17
H138 -3.40098 -6.35365 -0.64489  0.45
H139 -2.87139 -5.77513 0.94006  0.00
H140 -4.27018 -6.93203 0.75078  0.34
C57 -0.87389 8.55299 0.30463  -0.78
O29 -2.15823 9.04206 0.20643  -0.15
C58 -2.21840 10.04894 -0.77312  -0.25
C59 -3.63430 10.64958 -0.87817  -0.12
O30 -3.99804 11.40584 0.27396  -0.48
C60 -4.37555 10.67994 1.36227  -0.49
H141 -0.72499 7.48003 0.18337  0.16
H142 -0.47701 8.79312 1.29100  0.23
H143 -0.22976 8.94038 -0.48476  0.38
H144 -1.82547 9.69206 -1.72514  0.31
H145 -1.48933 10.82372 -0.53587  0.39
H146 -4.42391 9.97300 -1.20505  -0.10
H147 -3.72646 11.47811 -1.58043  0.25
H148 -5.07846 11.26601 1.95432  0.29
H149 -3.52926 10.47607 2.01827  0.20
H150 -4.81768 9.72480 1.07884  0.13
C61 8.61898 -1.46868 -2.18378  -0.73
O31 9.03724 -2.57616 -1.42924  -0.34
C62 8.50139 -3.88705 -1.70503  -0.32
C63 9.22623 -4.95220 -0.82859  -0.58
O32 8.41715 -6.16657 -0.69090  -0.41
C64 7.59771 -6.22444 0.40124  -0.33
H151 7.54577 -1.46819 -2.37436  0.29
H152 9.12215 -1.57572 -3.14475  0.33
H153 8.70179 -0.51981 -1.65380  0.23
H154 8.65360 -4.13803 -2.75477  0.38
H155 7.41439 -3.94108 -1.76517  0.35
H156 9.57955 -4.68954 0.16855  0.30
H157 10.15964 -5.36474 -1.21156  0.34
H158 8.21461 -6.35286 1.29064  0.30
H159 6.85252 -7.00859 0.26742  0.31
H160 7.05172 -5.29209 0.54531  -0.04
C65 -1.47184 3.61171 -4.25941  -0.38
O33 -2.87641 3.77467 -3.92646  0.10
C66 -3.69534 3.81299 -5.07993  -0.41
C67 -5.10963 4.27348 -4.68193  -0.03
O34 -6.15576 4.00936 -5.60869  -0.53
C68 -5.92308 4.65812 -6.85466  -0.65
H161 -1.36305 3.01295 -5.16370  0.17
H162 -0.88088 3.13921 -3.47480  0.10
H163 -1.01798 4.54844 -4.58289  -0.01
H164 -3.85835 2.75666 -5.29369  0.29
H165 -3.24556 4.36616 -5.90443  0.37
H166 -5.18423 5.34632 -4.50429  0.02
H167 -5.56596 3.74258 -3.84645  0.16
H168 -5.49205 5.65750 -6.79522  0.23
H169 -6.88984 4.74286 -7.35094  0.29
H170 -5.25103 4.08781 -7.49591  0.26
C69 -3.71089 -3.90279 -7.70959  -0.77
O35 -2.56563 -3.30183 -6.98017  -0.24
C70 -1.59502 -2.72328 -7.87753  -0.29
C71 -2.02054 -1.29151 -8.21421  -0.59
O36 -2.04605 -0.41796 -7.12329  -0.32
C72 -0.93424 -0.02790 -6.32010  0.28
H171 -4.26264 -3.17617 -8.30600  0.29
H172 -4.37046 -4.36525 -6.97530  0.25
H173 -3.31554 -4.64111 -8.40722  0.29
H174 -1.57262 -3.24927 -8.83196  0.33
H175 -0.55805 -2.70318 -7.54230  0.14
H176 -2.97421 -1.35638 -8.73806  0.30
H177 -1.23842 -0.85328 -8.83416  0.38
H178 -1.07630 0.90733 -5.77857  -0.37
H179 0.03936 -0.04588 -6.80988  0.20
H180 -0.77067 -0.88760 -5.67028  0.17
C73 -5.12553 6.12125 -1.83058  -1.44
O37 -5.78086 6.88345 -2.77293  0.06
C74 -7.17672 7.12075 -2.55467  -0.76
C75 -7.47709 8.18522 -1.41780  -0.64
O38 -6.93950 9.47875 -1.68995  -0.24
C76 -7.48669 10.42273 -0.72947  -0.99
H181 -4.95096 6.66563 -0.90253  0.45
H182 -4.17332 5.70108 -2.15440  0.33
H183 -5.72272 5.25459 -1.54709  0.57
H184 -7.70908 6.20281 -2.30555  0.39
H185 -7.51545 7.35074 -3.56485  0.35
H186 -7.22647 7.83513 -0.41644  0.34
H187 -8.54314 8.40852 -1.37560  0.49
H188 -7.21150 10.13861 0.28622  0.37
H189 -8.56433 10.58641 -0.72878  0.38
H190 -6.95518 11.37364 -0.76662  0.32